[1]
The following is a DFT calculation (wB97M-V/def2-TZVPD) of a structure of composition C16H31CoNP2Se in a non-equilibrium geometry.

ORCA input file:
```
! RIJCOSX wB97M-V def2-TZVPD def2/J DEFGRID3
* xyz 0 4
P 2.7949 0.5133 -1.4692
P 1.0294 -1.5180 2.2241
C 3.4359 -1.1057 0.2983
C 2.5104 -1.9286 1.2297
H 4.1804 -0.4876 0.8182
H 3.8705 -1.6072 -0.5780
H 2.2215 -2.8226 0.6501
H 3.0842 -2.2526 2.1187
C 1.2924 -0.6551 3.7695
H 0.3772 -0.6893 4.3806
H 1.5727 0.4004 3.6384
H 2.0965 -1.1478 4.3390
C 0.1864 -3.0710 2.3333
H 0.5918 -3.6227 3.1987
H 0.3715 -3.6757 1.4294
H -0.8990 -2.9405 2.4635
C 3.7399 2.0609 -1.6661
H 3.1417 2.7001 -2.3204
H 4.6884 1.8165 -2.1628
H 3.9385 2.5865 -0.7225
C 3.2236 -0.4485 -2.9475
H 3.0218 -1.5135 -2.8561
H 4.2835 -0.2979 -3.1701
H 2.6404 -0.0294 -3.7753
Co 2.1625 0.1408 0.5302
C 5.3434 -2.2141 1.5982
C 5.2376 -1.1540 2.4427
C 6.2330 -0.0453 2.5513
C 6.9114 0.4171 1.2396
C 6.0396 0.3769 0.0247
C 6.0124 -0.6379 -0.8615
C 6.6087 -2.0082 -0.6502
C 6.5372 -2.5866 0.7823
C 0.9976 0.9282 -1.5176
H 4.6022 -3.0328 1.5977
H 4.4448 -1.1355 3.2037
H 7.0168 -0.3640 3.2555
H 5.7888 0.8425 3.0267
H 7.1998 1.4711 1.3833
H 7.8416 -0.1478 1.0993
H 5.5899 1.3518 -0.1959
H 5.7104 -0.4720 -1.9055
H 7.6615 -2.0258 -0.9853
H 6.1216 -2.7275 -1.3283
H 6.4834 -3.6796 0.6582
H 7.4790 -2.3923 1.3036
H 0.4030 0.0466 -1.7977
H 0.9891 1.6785 -2.3302
H 0.6026 1.3654 -0.5711
Se -2.7183 0.0951 0.9211
C -0.9995 -0.0994 0.9207
N 0.2134 -0.3525 1.1221
*
```

- DFT total energy (eV) = -140125.2099
- frontier orbital gap (spin up / spin down) (Ha) = 0.156 / 0.255
- LUMO (spin up / spin down) (hartree) = 0.02085 / 0.00935

Atom charges from the Mulliken analysis, given in e for atoms 1 to 2: atom 1 (P): 1.5003, atom 2 (P): 1.1508



[2]
The following is a DFT calculation (wB97M-V/def2-TZVPD) of a cluster of 2 separate species, C2H6O2S2 in total in a non-equilibrium geometry.

ORCA input file:
```
! RIJCOSX wB97M-V def2-TZVPD def2/J DEFGRID3
* xyz 0 1
O -0.2499 -2.0402 1.4204
C -0.7914 -1.0979 1.9767
O -1.2373 -0.0915 1.1438
H -0.9332 -0.9589 3.0643
H -1.2687 0.6857 1.8734
C 0.7114 1.5810 -1.3615
S 1.5956 0.0418 -1.7614
S 0.2727 -1.5391 -1.8343
H -0.3807 1.6466 -1.8533
H 1.3628 2.4033 -1.5796
H 0.4474 1.7209 -0.2809
H 0.4714 -2.3515 -0.8077
*
```

- DFT total energy (eV) = -27935.6255
- SMILES = O=CO.CSS
- frontier orbital gap (Ha) = 0.322
- LUMO (hartree) = 0.00863
- relative energy (zero: lowest compared OMol25 entry of this formula, charge and spin) (kJ/mol) = 124.2

Atom charges from the Mulliken analysis, given in e for atoms 1 to 2: atom 1 (O): -0.4185, atom 2 (C): 0.1576



[3]
The following is a DFT calculation (wB97M-V/def2-TZVPD) of a cluster of 2 separate species, C6H15N2O2 in total in a non-equilibrium geometry.

ORCA input file:
```
! RIJCOSX wB97M-V def2-TZVPD def2/J DEFGRID3
* xyz 1 1
C 2.9368 -0.9813 -0.5464
C -2.9319 -0.3786 -0.5795
C 1.9874 -1.2220 0.7307
C -2.2267 0.9142 -0.4944
C 0.5748 -0.6338 0.4902
C -1.8770 1.1980 0.7230
N 0.6652 1.3626 -0.7730
N 0.5362 0.7852 0.3295
O 0.9828 2.6754 -0.7404
O 0.7465 1.3324 1.6137
H 3.7211 -1.6526 -0.3045
H 2.4900 -1.3220 -1.4564
H 3.3571 0.0015 -0.6740
H -2.9540 -0.9092 0.3080
H -3.9356 -0.1534 -0.8980
H -2.6244 -0.9925 -1.4187
H 2.3996 -0.7390 1.5745
H 1.8420 -2.3383 1.0061
H -2.0077 1.4080 -1.3853
H 1.1688 2.9599 -1.7561
H 0.1074 -1.0889 -0.3144
H -0.1334 -0.8292 1.4359
H -1.4859 2.2508 1.0115
H -2.1679 0.6620 1.6136
H 1.2042 2.1401 1.5272
*
```

- DFT total energy (eV) = -13527.2336
- frontier orbital gap (Ha) = 0.292
- LUMO (hartree) = -0.19131
- relative energy (zero: lowest compared OMol25 entry of this formula, charge and spin) (kJ/mol) = 818.6

Atom charges from the Mulliken analysis, given in e for atoms 1 to 2: atom 1 (C): -1.1330, atom 2 (C): -1.3669



[4]
The following is a DFT calculation (wB97M-V/def2-TZVPD) of a cluster of 2 separate species, H2N2O3S in total in a non-equilibrium geometry.

ORCA input file:
```
! RIJCOSX wB97M-V def2-TZVPD def2/J DEFGRID3
* xyz 0 1
N -0.2136 -0.3024 0.3414
N -2.8222 0.0217 -0.1204
O -2.4977 -1.1172 -0.2952
O -3.9006 0.5351 -0.2107
O -1.8324 0.7834 0.2039
S 0.7429 0.1399 -0.7996
H -0.9041 -0.9683 -0.0352
H 1.4094 1.0247 0.1189
*
```

- DFT total energy (eV) = -19983.1853
- frontier orbital gap (spin up / spin down) (Ha) = 0.313 / 0.313
- LUMO (spin up / spin down) (hartree) = -0.06234 / -0.06235
- relative energy (zero: lowest compared OMol25 entry of this formula, charge and spin) (kJ/mol) = 453.9

Atom charges from the Mulliken analysis, given in e for atoms 1 to 2: atom 1 (N): -0.1581, atom 2 (N): 1.2981



[5]
The following is a DFT calculation (wB97M-V/def2-TZVPD) of a cluster of 2 separate species, C4H8O2 in total.

ORCA input file:
```
! RIJCOSX wB97M-V def2-TZVPD def2/J DEFGRID3
* xyz 0 1
C 1.5335 0.8158 -0.0674
C 0.7389 -0.3395 -0.6102
C -0.4529 -0.2641 -1.2049
O -1.1978 0.8536 -1.4254
H 0.9298 1.7212 0.0794
H 1.9644 0.5642 0.9076
H 2.3648 1.0826 -0.7312
H 1.1628 -1.3332 -0.4984
H -0.9757 -1.1470 -1.5617
H -0.6934 1.6296 -1.1465
C -1.3419 -0.8940 1.5597
O -0.8920 -1.9229 1.9945
H -0.9097 0.0972 1.8060
H -2.2307 -0.8635 0.8984
*
```

- DFT total energy (eV) = -8371.0273
- SMILES = C/C=C\O.C=O
- frontier orbital gap (Ha) = 0.356
- LUMO (hartree) = 0.02468
- relative energy (zero: lowest compared OMol25 entry of this formula, charge and spin) (kJ/mol) = 217.5

Atom charges from the Mulliken analysis, given in e for atoms 1 to 2: atom 1 (C): -1.1489, atom 2 (C): -0.0223



[6]
The following is a DFT calculation (wB97M-V/def2-TZVPD) of an isolated molecule of C4H5NO in a non-equilibrium geometry.

ORCA input file:
```
! RIJCOSX wB97M-V def2-TZVPD def2/J DEFGRID3
* xyz 0 1
N 2.9402 -0.2052 -0.7261
C 1.9627 0.0626 -0.1685
C 0.7165 0.3807 0.5327
C -0.4382 -0.5615 0.1539
C -1.5631 0.1527 -0.5657
O -1.5763 1.3345 -0.8082
H 0.9157 0.3506 1.6077
H 0.4290 1.4078 0.2803
H -0.1030 -1.3865 -0.4866
H -0.8719 -1.0384 1.0420
H -2.4116 -0.4974 -0.8612
*
```

- DFT total energy (eV) = -7765.8545
- SMILES = N#CCCC=O
- frontier orbital gap (Ha) = 0.415
- LUMO (hartree) = 0.02549
- relative energy (zero: lowest compared OMol25 entry of this formula, charge and spin) (kJ/mol) = 64.8

Atom charges from the Mulliken analysis, given in e for atoms 1 to 2: atom 1 (N): -0.3911, atom 2 (C): 0.1586



Which of these has the lowest DFT total energy?
C16H31CoNP2Se



The lowest DFT total energy belongs to which entry?
C16H31CoNP2Se



Which formula does entry 2 have?
C2H6O2S2